An isolated molecule of C6H9BS, computed with wB97M-V/def2-TZVPD.

Last column: Mulliken charge in e.
CARTESIAN COORDINATES (ANGSTROEM)
C (-2.2921, -0.7013, -1.6002)  -0.819
S (-1.8357, 1.0403, -1.2595)  -0.221
B (-0.4326, 0.6509, -0.1914)  0.166
C (0.5176, 1.8107, 0.2252)  -0.447
C (1.5357, 1.5436, 1.0840)  -0.272
C (1.9286, 0.1680, 1.4184)  -0.338
C (1.2881, -0.9171, 0.9005)  -0.481
C (0.0513, -0.7808, 0.0393)  -0.547
H (-2.7634, -0.9390, -2.6000)  0.330
H (-3.0525, -1.1084, -1.0086)  0.361
H (-1.4009, -1.3360, -1.6263)  0.215
H (0.3573, 2.8942, 0.2087)  0.297
H (2.0167, 2.4268, 1.4328)  0.358
H (2.7715, 0.1549, 2.1391)  0.301
H (1.6463, -1.9588, 1.3101)  0.221
H (-0.7137, -1.6683, 0.3820)  0.407
H (0.3777, -1.2799, -0.8539)  0.469

Values from the calculation:
LUMO level ... 0.2083 eV
Orbital gap ... 8.65 eV
E_tot ... -657.02359 Eh
HOMO level ... -0.3104 hartree
Strongest force on any atom ... 4.2 eV/A
Relative energy (zero: lowest compared OMol25 entry of this formula, charge and spin) ... 6.00 kcal/mol